P) {
  "formula": "N2",
  "method": "ωB97M-V/def2-TZVPD",
  "multiplicity": 1,
  "smiles": "N#N",
  "homo_energy_ev": -14.746,
  "elements": ["N", "N"],
  "positions_angstrom": [[0.00000, 0.00000, 0.56579], [0.00000, 0.00000, -0.56579]]
}

Q) {
  "formula": "N2",
  "method": "ωB97M-V/def2-TZVPD",
  "multiplicity": 1,
  "smiles": "N#N",
  "homo_energy_ev": -12.374,
  "elements": ["N", "N"],
  "positions_angstrom": [[0.24304, 0.52049, 0.57022], [-0.24304, -0.52049, -0.57022]]
}

P) takes first place; second place is 745.1 kJ/mol up.

P) {
  "formula": "C4H12NO2",
  "method": "ωB97M-V/def2-TZVPD",
  "multiplicity": 2,
  "homo_energy_ev": [-9.011, -8.967],
  "elements": ["C", "C", "N", "C", "C", "O", "H", "H", "H", "H", "H", "H", "H", "H", "H", "H", "H", "H", "O"],
  "positions_angstrom": [[-0.71005, -0.52549, -2.48115], [0.73146, -0.12628, -2.07272], [0.82957, 0.54790, -0.80419], [0.36093, -0.01174, 0.43421], [-0.90462, 0.86334, 1.04522], [-0.71846, 2.14296, 0.77623], [-1.00247, -0.90282, -3.49998], [-1.18001, -1.02242, -1.61050], [-1.35339, 0.45027, -2.53636], [1.01935, 0.67627, -2.77804], [1.41296, -0.95030, -2.13097], [0.45264, 1.46085, -0.86620], [0.01140, -1.03322, 0.23708], [1.13352, -0.04156, 1.19905], [-1.04076, 0.37540, 2.03517], [-1.79545, 0.42240, 0.45677], [1.33123, -0.14998, 4.19702], [0.28360, -1.10488, 3.95447], [1.13854, -1.07070, 4.44491]]
}

Q) {
  "formula": "C4H12NO2",
  "method": "ωB97M-V/def2-TZVPD",
  "multiplicity": 2,
  "homo_energy_ev": [-3.429, -7.717],
  "elements": ["O", "C", "C", "N", "C", "C", "H", "H", "H", "H", "H", "H", "H", "H", "H", "H", "H", "H", "O"],
  "positions_angstrom": [[1.66598, 0.07488, -2.46532], [2.28481, 0.37567, -1.48081], [1.44403, 0.68572, -0.14535], [0.16274, -0.07035, -0.36771], [-1.13763, 0.65586, -0.13639], [-1.28100, 1.00112, 1.37762], [3.44305, 0.46603, -1.69153], [1.94079, 0.37236, 0.78856], [1.27571, 1.76024, -0.16282], [0.25003, -1.02381, -0.00231], [0.18236, -0.20708, -1.34645], [-2.03488, 0.01621, -0.60765], [-1.08208, 1.58196, -0.84749], [-0.41647, 1.55429, 1.70880], [-1.46053, -0.01595, 1.88229], [-2.22546, 1.47269, 1.49953], [-1.42046, -2.92291, 1.34371], [-0.66713, -3.24877, 0.02738], [-0.92387, -2.52816, 0.62593]]
}

P) takes first place; second place is 57.5 kJ/mol up.

P) {
  "formula": "H10O5",
  "method": "ωB97M-V/def2-TZVPD",
  "multiplicity": 1,
  "smiles": "O.O.O.O.O",
  "homo_energy_ev": -10.913,
  "elements": ["O", "H", "H", "O", "H", "H", "O", "H", "H", "O", "H", "H", "O", "H", "H"],
  "positions_angstrom": [[0.74544, -2.23884, -1.65841], [1.13509, -2.62423, -0.86877], [0.38857, -1.39101, -1.36196], [2.47162, 0.94237, -0.89060], [1.53508, 0.95558, -0.65526], [2.85487, 1.69690, -0.43455], [-2.09860, -2.16007, -0.02603], [-1.70598, -2.99697, 0.24357], [-2.35704, -2.30225, -0.94274], [-0.32966, 0.07639, 0.05269], [-0.79416, -0.70790, 0.38993], [-0.67843, 0.81447, 0.56324], [-0.26759, 3.50016, 1.54235], [0.27179, 3.02848, 2.18540], [-1.17101, 3.40692, 1.86113]]
}

Q) {
  "formula": "H10O5",
  "method": "ωB97M-V/def2-TZVPD",
  "multiplicity": 1,
  "smiles": "O.O.O.O.O",
  "homo_energy_ev": -10.764,
  "elements": ["O", "H", "H", "O", "H", "H", "O", "H", "H", "O", "H", "H", "O", "H", "H"],
  "positions_angstrom": [[-0.08910, -2.71749, -0.01103], [0.75957, -2.63714, -0.43902], [-0.75464, -2.19437, -0.47237], [-0.62914, -0.74602, -1.86261], [-0.64251, -0.21968, -2.66625], [-0.11469, -0.22341, -1.22962], [0.62488, 1.61754, -1.27852], [-0.18944, 2.07929, -1.05821], [1.37124, 2.23501, -1.29988], [0.68592, 6.58661, 1.26503], [-0.28214, 6.55498, 1.23103], [0.75315, 7.49822, 0.95530], [-0.57779, -5.18464, 2.10389], [0.04206, -4.77431, 1.49062], [-1.35669, -4.65086, 1.86670]]
}

R) {
  "formula": "H10O5",
  "method": "ωB97M-V/def2-TZVPD",
  "multiplicity": 1,
  "smiles": "O.O.O.O.O",
  "homo_energy_ev": -10.589,
  "elements": ["O", "H", "H", "O", "H", "H", "O", "H", "H", "O", "H", "H", "O", "H", "H"],
  "positions_angstrom": [[2.23380, -0.91020, -0.70853], [2.00480, -1.36920, -1.65153], [2.96380, -0.35420, -0.90653], [-1.40020, -2.62920, -0.59953], [-0.98320, -1.79420, -0.71853], [-1.21020, -3.10120, 0.09547], [-0.38920, 0.01380, 0.32147], [0.53680, -0.13620, 0.42247], [-0.25320, 0.80080, -0.20753], [0.01680, 1.93280, -1.34953], [0.13780, 2.81080, -1.08553], [0.86580, 1.94580, -1.67453], [-1.45620, 0.68980, 3.00947], [-2.05020, 1.42980, 2.94447], [-1.01720, 0.67080, 2.10847]]
}

P) takes first place; second place is 23.7 kJ/mol up.

P) {
  "formula": "H10O5",
  "method": "ωB97M-V/def2-TZVPD",
  "multiplicity": 1,
  "smiles": "O.O.O.O.O",
  "homo_energy_ev": -10.561,
  "elements": ["O", "H", "H", "O", "H", "H", "O", "H", "H", "O", "H", "H", "O", "H", "H"],
  "positions_angstrom": [[-2.49293, -1.61233, 0.92760], [-1.63693, -1.59733, 0.59660], [-2.99593, -2.10933, 0.30060], [2.15507, 1.03567, -0.95340], [3.02207, 1.30867, -1.22040], [1.94207, 1.17767, -0.03540], [-2.01393, -0.37633, -1.81140], [-1.30693, 0.16567, -2.10440], [-2.74093, 0.19367, -2.07040], [0.21407, -0.97333, 0.38060], [1.17307, -1.03833, 0.33960], [-0.05493, -0.60833, -0.43140], [1.86607, 1.38267, 1.73760], [0.99307, 1.01667, 1.93860], [1.87707, 2.03467, 2.40560]]
}

Q) {
  "formula": "H10O5",
  "method": "ωB97M-V/def2-TZVPD",
  "multiplicity": 1,
  "smiles": "O.O.O.O.O",
  "homo_energy_ev": -11.436,
  "elements": ["O", "H", "H", "O", "H", "H", "O", "H", "H", "O", "H", "H", "O", "H", "H"],
  "positions_angstrom": [[1.47659, -1.55221, 1.25368], [1.49846, -0.74222, 0.73172], [2.40171, -1.81496, 1.31774], [5.41314, 0.07809, -0.82979], [4.73827, -0.49384, -1.21246], [5.04550, 0.33662, 0.02285], [-3.45335, -1.56457, -1.08255], [-3.69839, -1.79763, -0.17998], [-2.53255, -1.28871, -1.01176], [-2.74296, 0.46560, 0.35295], [-3.47884, 0.13478, -0.17433], [-3.16573, 0.98763, 1.04413], [-0.83322, 2.57620, 0.06505], [-0.72223, 1.72151, -0.36643], [0.05360, 2.95373, 0.06919]]
}

R) {
  "formula": "H10O5",
  "method": "ωB97M-V/def2-TZVPD",
  "multiplicity": 1,
  "smiles": "O.O.O.O.O",
  "homo_energy_ev": -11.269,
  "elements": ["O", "H", "H", "O", "H", "H", "O", "H", "H", "O", "H", "H", "O", "H", "H"],
  "positions_angstrom": [[-3.04115, 0.45679, 1.87787], [-2.91035, 0.14172, 2.77222], [-3.93957, 0.78692, 1.86871], [1.70090, 2.86437, -2.53847], [2.36228, 3.01535, -3.21374], [2.18654, 2.90106, -1.71442], [2.70359, -4.36077, 2.58704], [2.09535, -3.80569, 2.09902], [3.27472, -4.73738, 1.91756], [0.76935, -1.39512, 0.59056], [-0.16281, -1.20488, 0.69619], [1.03130, -0.89122, -0.17996], [-2.31626, 1.94025, -2.47392], [-2.24405, 1.92548, -1.51957], [-1.50985, 2.36312, -2.76910]]
}

P) takes first place; second place is 7.6 kJ/mol up.